(1)
Computed, not measured: a structure of composition C56H136N8O10S3, with the ωB97M-V functional and the def2-TZVPD basis.

Atoms and positions in Å:
C1 7.270 -1.402 -0.029
C2 6.908 -0.783 -1.355
N1 6.036 -1.671 -2.069
C3 5.564 -1.144 -3.419
C4 6.568 -0.392 -4.321
C5 6.525 -3.029 -2.125
C6 7.892 -3.309 -2.774
H1 6.442 -1.803 0.637
H2 7.707 -0.585 0.629
H3 8.113 -2.086 0.147
H4 6.427 0.167 -1.172
H5 7.936 -0.714 -1.838
H6 5.184 -2.033 -3.860
H7 4.759 -0.477 -3.135
H8 7.337 -1.099 -4.447
H9 6.215 0.002 -5.270
H10 7.060 0.451 -3.803
H11 5.816 -3.596 -2.739
H12 6.452 -3.526 -1.142
H13 7.931 -3.048 -3.843
H14 8.047 -4.325 -2.672
H15 8.704 -2.719 -2.276
C7 -1.207 -2.773 -1.800
C8 -0.932 -1.652 -0.788
N2 -0.245 -0.523 -1.340
C9 1.204 -0.635 -1.320
C10 1.938 -0.982 -0.012
C11 -0.731 0.800 -0.951
C12 -2.195 0.993 -1.259
H16 -0.307 -3.053 -2.426
H17 -1.949 -2.325 -2.550
H18 -1.553 -3.560 -1.217
H19 -1.903 -1.317 -0.471
H20 -0.483 -1.987 0.144
H21 1.529 -1.300 -2.123
H22 1.597 0.349 -1.582
H23 1.815 -0.117 0.721
H24 1.732 -1.904 0.551
H25 2.953 -1.005 -0.268
H26 -0.078 1.537 -1.473
H27 -0.488 1.087 0.090
H28 -2.401 0.665 -2.233
H29 -2.526 2.021 -0.958
H30 -2.786 0.325 -0.668
C13 -2.163 5.328 -3.545
C14 -1.864 3.844 -3.522
N3 -2.062 3.247 -4.818
C15 -1.244 3.636 -5.992
C16 0.087 2.966 -5.877
C17 -2.244 1.830 -4.829
C18 -3.592 1.453 -4.386
H31 -2.040 5.779 -2.541
H32 -3.197 5.468 -3.895
H33 -1.432 5.875 -4.181
H34 -0.805 3.723 -3.199
H35 -2.539 3.338 -2.881
H36 -1.745 3.344 -6.912
H37 -1.183 4.711 -6.028
H38 0.619 3.290 -4.950
H39 0.114 1.877 -5.906
H40 0.614 3.187 -6.763
H41 -1.453 1.240 -4.184
H42 -2.075 1.521 -5.912
H43 -4.326 1.847 -5.106
H44 -3.869 1.629 -3.343
H45 -3.590 0.367 -4.350
C19 -5.412 -0.182 0.296
C20 -6.446 -1.274 0.637
N4 -7.090 -0.902 1.794
C21 -8.305 0.045 1.556
C22 -9.530 -0.683 0.955
C23 -7.342 -2.065 2.662
C24 -7.770 -1.563 4.034
H46 -4.762 -0.300 1.157
H47 -5.898 0.750 0.148
H48 -4.802 -0.317 -0.639
H49 -7.163 -1.414 -0.165
H50 -5.961 -2.200 0.780
H51 -8.525 0.535 2.445
H52 -7.967 0.789 0.832
H53 -9.282 -1.400 0.154
H54 -9.980 -1.381 1.726
H55 -10.324 -0.025 0.619
H56 -6.401 -2.575 2.719
H57 -8.035 -2.868 2.354
H58 -7.157 -0.698 4.349
H59 -7.915 -2.356 4.753
H60 -8.754 -1.125 3.903
C25 -3.541 2.460 2.058
C26 -4.741 2.088 2.962
N5 -4.418 1.257 4.103
C27 -5.304 1.370 5.248
C28 -4.656 2.029 6.487
C29 -4.153 -0.133 3.721
C30 -3.545 -1.012 4.863
H61 -4.028 3.077 1.311
H62 -3.027 1.622 1.663
H63 -2.781 3.050 2.600
H64 -5.083 3.046 3.385
H65 -5.524 1.641 2.400
H66 -6.213 1.897 4.950
H67 -5.601 0.416 5.592
H68 -4.084 2.906 6.283
H69 -5.391 2.420 7.225
H70 -3.979 1.315 7.034
H71 -3.406 -0.161 2.935
H72 -5.073 -0.609 3.263
H73 -3.105 -1.914 4.455
H74 -4.208 -1.278 5.641
H75 -2.657 -0.502 5.319
C31 4.267 -3.923 1.827
C32 3.600 -5.000 2.596
N6 2.146 -5.118 2.514
C33 1.683 -5.498 1.173
C34 2.058 -6.916 0.682
C35 1.587 -5.992 3.551
C36 0.063 -5.948 3.771
H76 5.332 -3.860 2.059
H77 3.829 -2.995 2.161
H78 4.155 -4.007 0.720
H79 4.109 -5.917 2.315
H80 3.737 -4.884 3.661
H81 0.677 -5.302 1.157
H82 2.115 -4.756 0.499
H83 1.489 -7.506 1.394
H84 1.598 -7.055 -0.310
H85 3.095 -7.114 0.760
H86 1.994 -5.705 4.497
H87 1.827 -7.030 3.435
H88 -0.348 -6.554 3.054
H89 -0.507 -5.024 3.696
H90 -0.145 -6.401 4.715
C37 -0.450 3.796 2.652
C38 1.053 3.836 2.898
N7 1.609 5.211 2.801
C39 1.084 6.156 3.776
C40 1.453 7.548 3.329
C41 3.060 5.040 2.852
C42 3.603 4.393 4.132
H91 -0.649 2.698 2.615
H92 -0.711 4.368 1.736
H93 -1.118 4.116 3.484
H94 1.232 3.401 3.910
H95 1.492 3.233 2.070
H96 -0.012 6.106 3.852
H97 1.483 6.093 4.836
H98 2.533 7.715 3.349
H99 1.041 7.906 2.345
H100 1.024 8.149 4.132
H101 3.441 6.040 2.820
H102 3.414 4.441 2.009
H103 3.143 3.424 4.388
H104 3.557 5.064 4.955
H105 4.676 4.235 4.025
C43 1.584 5.230 -1.114
C44 1.916 3.955 -1.942
N8 3.324 3.565 -1.882
C45 3.700 2.869 -0.616
C46 5.166 2.910 -0.304
C47 3.631 2.637 -3.049
C48 3.776 3.573 -4.310
H106 1.954 6.126 -1.578
H107 2.135 5.035 -0.118
H108 0.510 5.307 -0.883
H109 1.321 3.169 -1.565
H110 1.594 4.126 -2.962
H111 3.207 3.369 0.216
H112 3.187 1.855 -0.670
H113 5.344 2.157 0.453
H114 5.739 2.785 -1.248
H115 5.444 3.865 0.132
H116 2.841 1.832 -3.222
H117 4.582 2.311 -2.799
H118 3.897 2.944 -5.191
H119 4.740 4.060 -4.242
H120 2.966 4.346 -4.369
C49 2.311 -0.236 -5.390
C50 1.017 -1.182 -5.302
C51 1.632 -2.548 -5.051
S1 2.926 -2.675 -6.346
O1 2.312 -3.014 -7.611
O2 4.010 -3.547 -5.917
C52 3.354 -0.888 -6.285
H121 2.687 0.142 -4.411
H122 1.888 0.626 -5.830
H123 0.385 -1.147 -6.197
H124 0.327 -0.971 -4.452
H125 0.958 -3.377 -5.117
H126 2.341 -2.549 -4.168
H127 3.360 -0.538 -7.311
H128 4.380 -0.761 -5.978
C53 -0.319 -1.041 2.792
C54 0.508 -2.066 3.555
O3 1.542 -1.306 4.264
S2 1.267 0.233 4.264
O4 2.164 0.967 3.450
O5 1.060 0.660 5.602
O6 -0.106 0.195 3.509
H129 -1.390 -1.230 2.819
H130 0.039 -0.829 1.792
H131 0.986 -2.853 2.885
H132 -0.206 -2.553 4.313
C55 -4.591 -5.847 0.742
C56 -3.173 -5.759 0.125
O7 -2.334 -5.013 1.142
S3 -3.375 -3.978 1.774
O8 -3.730 -2.926 0.840
O9 -2.906 -3.795 3.092
O10 -4.650 -4.932 1.805
H133 -4.709 -6.898 1.073
H134 -5.407 -5.585 0.066
H135 -3.154 -5.267 -0.834
H136 -2.821 -6.802 0.029

net charge = 0
LUMO = -0.065 eV
HOMO energy = -7.75 eV
frontier orbital gap = 7.681 eV

***

(2)
Computed, not measured: an isolated molecule of C5H9N3, with the ωB97M-V functional and the def2-TZVPD basis.

Atoms and positions in Å:
C1 2.266 -0.205 0.074
N1 1.600 -1.293 0.046
C2 0.309 -0.794 -0.141
C3 -1.103 -1.375 -0.007
N2 -1.796 -0.078 -0.010
C4 -1.043 1.184 -0.187
C5 0.274 0.676 0.402
N3 1.497 1.021 -0.218
H1 3.319 -0.424 -0.125
H2 0.487 -0.456 -1.309
H3 -1.676 -1.995 -0.833
H4 -1.243 -1.878 0.954
H5 -2.575 -0.013 0.591
H6 -1.779 2.100 0.191
H7 -0.799 1.084 -1.246
H8 0.096 0.678 1.582
H9 2.165 1.767 0.237

net charge = 0
LUMO = 0.989 eV
SMILES = C1=N[C@H]2CNC[C@@H]2N1
HOMO energy = -8.16 eV
frontier orbital gap = 9.154 eV
energy relative to the best compared isomer or geometry (same formula, charge and spin) = 96.39 kcal/mol

***

Q: Among the records above, which one has the lowest HOMO energy?
A: C5H9N3

***

Repeat the second record exactly.
Computed, not measured: an isolated molecule of C5H9N3, with the ωB97M-V functional and the def2-TZVPD basis.

Atoms and positions in Å:
C1 2.266 -0.205 0.074
N1 1.600 -1.293 0.046
C2 0.309 -0.794 -0.141
C3 -1.103 -1.375 -0.007
N2 -1.796 -0.078 -0.010
C4 -1.043 1.184 -0.187
C5 0.274 0.676 0.402
N3 1.497 1.021 -0.218
H1 3.319 -0.424 -0.125
H2 0.487 -0.456 -1.309
H3 -1.676 -1.995 -0.833
H4 -1.243 -1.878 0.954
H5 -2.575 -0.013 0.591
H6 -1.779 2.100 0.191
H7 -0.799 1.084 -1.246
H8 0.096 0.678 1.582
H9 2.165 1.767 0.237

net charge = 0
LUMO = 0.989 eV
SMILES = C1=N[C@H]2CNC[C@@H]2N1
HOMO energy = -8.16 eV
frontier orbital gap = 9.154 eV
energy relative to the best compared isomer or geometry (same formula, charge and spin) = 96.39 kcal/mol